Density functional theory data (wB97M-V/def2-TZVPD) for 9 unconnected molecules or ions with the total composition C14H46O16.

Each line ends with the Mulliken charge.
Element x y z (Å)
O1 -1.0532 1.7386 -0.1790  -0.500
C1 -0.9196 0.3649 0.1262  -0.383
C2 0.5301 -0.0946 0.2581  0.258
O2 1.1126 0.3865 1.4986  -0.338
H1 -0.8423 1.7921 -1.1140  0.437
H2 -1.4049 0.1293 1.0733  -0.115
H3 -1.4381 -0.2655 -0.5961  0.291
H4 1.1081 0.1774 -0.6251  0.282
H5 0.5804 -1.1770 0.3764  -0.205
H6 1.5211 -0.3127 2.0142  0.183
O3 -0.0943 3.4472 1.9039  -0.345
C3 1.1344 4.0300 1.8759  -0.497
C4 1.9600 3.7909 3.1675  -0.526
O4 2.1935 2.4373 3.4743  -0.508
H7 -0.1918 2.9775 1.0723  0.266
H8 1.7306 3.7756 0.9996  0.330
H9 0.9076 5.0962 1.8808  0.337
H10 1.3957 4.1190 4.0404  0.336
H11 2.8994 4.3435 3.1845  0.354
H12 1.8634 1.9158 2.7390  0.347
O5 -6.3634 0.2529 -1.6662  -0.559
C5 -5.1819 0.9218 -1.5213  -0.296
C6 -4.7609 1.3267 -0.0015  -0.322
O6 -4.2177 0.2942 0.6612  -0.498
H13 -6.6844 0.4389 -2.5517  0.354
H14 -4.3388 0.3401 -1.8942  0.049
H15 -5.3993 1.8253 -2.0909  0.396
H16 -5.6375 1.6722 0.5465  0.368
H17 -4.0587 2.1598 -0.0329  0.294
H18 -3.4409 0.6347 1.1109  0.176
O7 1.7942 -1.7013 -2.9240  -0.430
C7 1.0015 -2.8498 -2.9714  -0.475
C8 1.2675 -3.7042 -1.7648  -0.052
O8 0.5047 -4.8794 -1.7967  -0.549
H19 2.6467 -2.0667 -3.1717  0.259
H20 -0.0342 -2.5616 -3.1517  0.321
H21 1.2985 -3.4581 -3.8257  0.325
H22 0.9653 -3.1045 -0.9062  -0.064
H23 2.3271 -3.9517 -1.7012  0.377
H24 -0.4198 -4.6212 -1.7850  0.331
O9 -1.4600 -2.8139 4.2809  -0.572
C9 -1.0220 -2.5781 2.9497  -0.193
C10 -1.9483 -3.1463 1.8004  -0.152
O10 -2.0545 -4.5480 1.7897  -0.562
H25 -1.4381 -3.7563 4.4627  0.314
H26 -0.8744 -1.4987 2.9155  0.230
H27 -0.0587 -3.0792 2.8548  0.190
H28 -1.5041 -2.8951 0.8372  0.074
H29 -2.8951 -2.6064 1.7902  0.323
H30 -1.1821 -4.9483 1.8039  0.341
O11 0.6051 0.1287 -4.6972  -0.529
C11 -0.8059 0.1785 -4.7951  -0.615
C12 -1.5819 0.4823 -3.4509  0.023
O12 -1.2258 1.7153 -2.8625  -0.565
H31 0.8096 -0.3696 -3.9026  0.304
H32 -1.0804 0.8775 -5.5851  0.398
H33 -1.1307 -0.8333 -5.0374  0.296
H34 -1.4514 -0.3814 -2.7988  0.074
H35 -2.6537 0.6155 -3.5975  0.272
H36 -1.6570 2.4315 -3.3345  0.294
O13 4.8259 -0.3023 0.9758  -0.579
C13 4.8205 1.0923 0.8858  0.462
C14 4.9214 1.5089 -0.6134  -0.421
O14 6.1748 1.0556 -1.0789  -0.552
H37 4.1247 -0.5599 1.5788  0.349
H38 3.8680 1.4442 1.2820  -0.206
H39 5.6007 1.6906 1.3565  0.255
H40 4.7051 2.5766 -0.5774  0.338
H41 4.0769 1.0414 -1.1196  0.129
H42 6.2429 0.0983 -1.0559  0.328
O15 3.0067 -1.3331 2.6045  -0.649
H43 2.8170 -2.2678 2.6864  0.227
H44 3.4198 -1.0984 3.4355  0.305
O16 -2.6374 1.7965 2.9589  -0.588
H45 -3.5244 2.1562 2.9478  0.307
H46 -2.0941 2.4859 2.5771  0.341

## Properties
Energy above the lowest of the compared OMol25 structures with the same formula, charge and spin: 230.8 kJ/mol
HOMO level: -9.46 eV
SMILES string: OCCO.OCCO.OCCO.OCCO.OCCO.OCCO.OCCO.O.O

Density functional theory data (wB97M-V/def2-TZVPD) for a molecular structure, C14H47BInN11O17PSi.

Each line ends with the Mulliken charge.
Element x y z (Å)
C1 -4.0412 -4.0776 -3.4957  -0.637
N1 -4.2321 -2.8182 -2.6797  -0.079
C2 -4.6847 -1.6377 -3.5089  -0.612
B1 -3.0450 -2.5010 -1.7899  -0.246
O1 -3.2411 -2.7152 -0.3150  -0.654
In1 -1.0117 -1.7345 -2.4393  1.135
C3 0.3552 -1.2398 -0.6445  -0.622
N2 0.3935 -2.3817 0.3814  -0.549
P1 -1.4009 0.5043 -3.6193  0.181
N3 -2.4403 1.3446 -2.6637  -0.544
Si1 0.0715 -3.5016 -3.9686  -0.118
C4 -0.9409 -3.4578 -5.6318  -0.688
C5 1.9695 -3.2706 -4.1956  -0.618
C6 -0.2575 -5.2199 -3.1557  -0.907
H1 -2.9900 -4.5807 -3.3846  0.098
H2 -4.8405 -4.8618 -3.0861  0.189
H3 -4.2884 -3.8900 -4.6257  0.310
H4 -4.4565 -1.7166 -4.6543  0.246
H5 -5.8733 -1.5845 -3.4147  0.232
H6 -4.2966 -0.5979 -3.1097  0.154
H7 -3.7340 -1.8719 -0.0173  0.228
H8 1.4381 -0.9109 -0.9941  0.210
H9 -0.1413 -0.2961 -0.1318  0.047
H10 -0.6055 -2.6714 0.4815  0.264
H11 0.9593 -3.1485 -0.0523  0.205
H12 -0.1796 1.2691 -3.7433  -0.005
H13 -2.0883 0.3561 -4.9086  -0.039
H14 -1.9835 2.2362 -2.3596  0.124
H15 -0.4427 -2.6761 -6.3540  0.253
H16 -0.9631 -4.5328 -6.1397  0.199
H17 -2.0492 -3.1528 -5.3082  0.051
H18 2.5414 -3.4888 -3.1722  0.187
H19 2.3519 -4.1136 -4.9471  0.068
H20 2.3055 -2.2204 -4.5880  0.267
H21 -0.6104 -6.0371 -3.9184  0.235
H22 0.7535 -5.6257 -2.6762  0.248
H23 -1.0977 -5.1806 -2.3111  0.259
C7 0.4503 -0.3678 3.3624  -0.778
N4 0.3604 1.0230 3.8832  0.961
O2 0.3576 1.1686 5.1110  -0.600
O3 0.2951 1.9293 3.0446  -0.549
H24 0.5013 -1.0586 4.2067  0.400
H25 -0.4443 -0.5544 2.7648  0.273
H26 1.3550 -0.4342 2.7546  0.278
C8 1.9578 4.0022 6.6207  -0.491
N5 3.2157 3.4901 7.2285  0.811
O4 3.2901 3.4932 8.4627  -0.517
O5 4.0928 3.0996 6.4493  -0.491
H27 1.2793 4.3097 7.4192  0.286
H28 2.2199 4.8528 5.9883  0.275
H29 1.5211 3.1910 6.0345  0.129
C9 -3.1012 -1.9221 5.6339  -0.774
N6 -1.6675 -1.9252 5.2359  0.877
O6 -1.4102 -2.1533 4.0483  -0.516
O7 -0.8409 -1.6985 6.1272  -0.482
H30 -3.7124 -2.1347 4.7543  0.311
H31 -3.2343 -2.6962 6.3924  0.278
H32 -3.3303 -0.9317 6.0325  0.290
C10 6.4655 2.4512 4.4072  -0.722
N7 7.0105 3.0329 3.1508  0.857
O8 7.8507 3.9332 3.2618  -0.518
O9 6.5794 2.5692 2.0887  -0.503
H33 6.9310 2.9514 5.2591  0.291
H34 5.3862 2.6163 4.4056  0.311
H35 6.7045 1.3858 4.4077  0.303
C11 6.3842 5.6983 0.7798  -0.716
N8 5.7061 6.8248 0.0834  0.835
O10 5.3721 7.7965 0.7712  -0.515
O11 5.5284 6.7018 -1.1341  -0.507
H36 6.4737 5.9414 1.8407  0.308
H37 5.7702 4.8064 0.6389  0.310
H38 7.3705 5.5772 0.3273  0.279
C12 2.2754 -7.8426 -6.1937  -0.837
N9 2.1854 -6.4517 -5.6729  0.834
O12 2.1827 -6.3061 -4.4451  -0.434
O13 2.1201 -5.5454 -6.5116  -0.499
H39 2.3263 -8.5333 -5.3494  0.325
H40 1.3808 -8.0292 -6.7913  0.293
H41 3.1801 -7.9090 -6.8015  0.285
C13 -4.0228 2.6286 0.0604  -0.305
N10 -4.8760 2.0363 1.1257  0.889
O14 -5.3169 2.8032 1.9895  -0.570
O15 -5.0789 0.8181 1.0646  -0.544
H42 -3.9296 3.7021 0.2385  0.032
H43 -3.0462 2.1429 0.1121  0.205
H44 -4.5113 2.4376 -0.8973  0.299
C14 -4.0564 7.2581 1.3644  -0.696
N11 -2.8751 6.6941 0.6571  0.793
O16 -2.5923 5.5116 0.8816  -0.480
O17 -2.2651 7.4546 -0.1035  -0.506
H45 -4.4934 6.4820 1.9964  0.294
H46 -3.7082 8.0976 1.9697  0.285
H47 -4.7701 7.5846 0.6053  0.284

## Properties
Charge: -1
HOMO level: -3.79 eV

Density functional theory data (wB97M-V/def2-TZVPD) for a molecular structure, C14H48AsF6N14O9.

Each line ends with the Mulliken charge.
Element x y z (Å)
As1 0.1743 0.2265 0.2285  2.023
F1 -1.0361 0.0540 -1.0016  -0.421
F2 -1.1821 0.6137 1.3737  -0.404
F3 1.3126 0.4547 1.5897  -0.530
F4 1.4479 -0.1972 -0.9189  -0.502
F5 0.4467 1.9258 -0.0739  -0.573
F6 -0.0734 -1.4262 0.7662  -0.440
C1 -2.2762 -3.1975 2.3358  0.428
O1 -3.0311 -3.8962 3.0110  -0.689
N1 -1.1202 -2.6441 2.8274  -0.400
N2 -2.6512 -2.6320 1.1866  -0.220
H1 -0.5676 -2.1415 2.1386  0.312
H2 -1.0693 -2.5466 3.8260  0.230
H3 -3.5973 -2.7464 0.8666  0.118
H4 -2.0724 -1.8972 0.8249  0.139
C2 -3.2707 0.1781 -4.3646  0.445
O2 -3.9083 -0.5995 -5.0640  -0.710
N3 -3.8073 1.2198 -3.6480  -0.148
N4 -2.0277 -0.0757 -3.9068  -0.062
H5 -4.7893 1.4271 -3.6207  0.205
H6 -3.1621 1.8018 -3.1352  0.128
H7 -1.5474 0.6171 -3.3459  0.090
H8 -1.5790 -0.8964 -4.2785  0.130
C3 1.0604 -4.0583 -1.8150  0.510
O3 1.1483 -5.1464 -2.3808  -0.718
N5 1.1219 -3.9681 -0.4634  -0.315
N6 1.0071 -2.8808 -2.4661  -0.216
H9 1.2019 -4.8558 0.0014  0.185
H10 0.9396 -3.0817 -0.0254  0.202
H11 0.7770 -1.9784 -2.0815  0.143
H12 0.9986 -2.9585 -3.4705  0.158
C4 2.2895 1.0206 -4.7783  0.501
O4 1.7242 0.1096 -5.3359  -0.638
N7 2.9660 2.0259 -5.3622  -0.288
N8 2.5380 1.0263 -3.4387  -0.060
H13 3.3374 2.6504 -4.6620  0.179
H14 3.3600 1.9494 -6.2831  0.235
H15 2.3066 0.2199 -2.8828  0.029
H16 2.9954 1.8080 -2.9966  0.047
C5 -1.0830 2.9850 -3.6759  0.269
O5 -2.0544 3.6234 -3.2720  -0.725
N9 -0.2143 2.3892 -2.9389  0.401
N10 -0.7249 2.7350 -4.9587  -0.131
H17 0.2116 1.6691 -3.4980  -0.106
H18 -0.2804 2.2766 -1.9376  -0.013
H19 -1.4265 2.8556 -5.6706  0.237
H20 0.2003 2.3919 -5.1416  0.157
C6 3.6500 3.8464 -1.5495  0.661
O6 4.0819 3.3152 -2.5631  -0.813
N11 4.3919 3.9952 -0.4690  -0.381
N12 2.3346 4.1806 -1.4650  -0.393
H21 3.9283 4.2866 0.3776  0.153
H22 5.3900 3.9381 -0.3705  0.209
H23 1.9394 3.8308 -2.3246  0.240
H24 1.9400 4.3067 -0.5488  0.247
C7 5.0883 0.4464 2.0631  -1.335
C8 4.5604 -0.3944 3.2049  0.752
C9 5.6335 -0.9020 4.1568  -0.786
O7 6.2177 -2.1777 3.8472  -0.346
C10 7.1933 -1.9567 2.8328  -0.655
N13 3.5130 0.4066 3.8338  -0.830
H25 5.7255 -0.1105 1.3804  0.381
H26 5.5643 1.3320 2.4873  0.338
H27 4.2198 0.7795 1.4928  0.199
H28 4.1565 -1.3260 2.7924  0.187
H29 5.2201 -1.0750 5.1531  0.363
H30 6.2668 -0.0251 4.3268  0.370
H31 6.8765 -1.6068 1.8504  0.188
H32 7.7930 -2.8246 2.5544  0.299
H33 7.8891 -1.2187 3.2395  0.313
H34 3.1776 -0.1682 4.6022  0.300
H35 2.6159 0.5830 3.3989  0.273
C11 -6.4548 0.2156 3.9631  -1.596
C12 -6.0637 -0.6732 2.7927  0.665
C13 -5.0933 -0.0137 1.7895  -0.327
O8 -4.8417 -0.8099 0.6161  -0.200
C14 -5.9493 -0.8434 -0.3014  -0.782
N14 -5.5100 -1.9798 3.2479  -0.704
H36 -6.9751 1.1108 3.6148  0.386
H37 -5.6427 0.5936 4.5894  0.250
H38 -7.1197 -0.1918 4.7261  0.404
H39 -6.9592 -1.0566 2.3001  0.192
H40 -4.1198 0.1637 2.2482  -0.100
H41 -5.4617 0.9416 1.4055  0.439
H42 -6.0440 0.0782 -0.8753  0.241
H43 -6.8828 -1.1693 0.1594  0.350
H44 -5.6501 -1.6801 -0.9333  0.238
H45 -5.0716 -2.2793 2.3797  0.172
H46 -4.6226 -1.8260 3.7237  0.318
O9 -1.8000 0.7877 4.2704  -0.678
H47 -1.4931 0.4068 3.4424  0.298
H48 -2.6254 0.3330 4.4545  0.311

## Properties
Charge: -1
HOMO level: -7.32 eV

F_max: 3.64; 2.98; 4.70 (eV/Å)
LUMO level: -0.2; 1.3; 2.0 (eV)